ORCA calculation (wB97M-V/def2-TZVPD) on a molecular structure, C31H51Cl2N2OPW at a distorted geometry.

```
89
Properties=species:S:1:pos:R:3
P -0.1531 0.7458 -2.6907
C -1.7942 0.2058 -3.3038
C -2.3041 1.0578 -4.4861
C -3.7635 0.6758 -4.7893
C -3.9415 -0.8308 -5.0075
C -3.3571 -1.6828 -3.8738
C -1.8986 -1.3198 -3.5692
C 1.3000 0.1108 -3.6073
C 1.2522 0.4939 -5.1002
C 2.5852 0.1175 -5.7797
C 2.9486 -1.3582 -5.5683
C 2.9125 -1.7851 -4.0958
C 1.5884 -1.4009 -3.4157
C -0.0747 2.6429 -2.6594
C -1.1678 3.2192 -1.7531
C -1.1746 4.7580 -1.8104
C 0.1850 5.3534 -1.4330
C 1.3413 4.7021 -2.2022
C 1.2789 3.1652 -2.1580
H -2.4746 0.4008 -2.4513
H -1.6684 0.9126 -5.3742
H -2.2549 2.1297 -4.2445
H -4.1030 1.2227 -5.6761
H -4.3977 1.0085 -3.9538
H -5.0045 -1.0616 -5.1414
H -3.4364 -1.1053 -5.9434
H -3.9574 -1.5515 -2.9625
H -3.4220 -2.7418 -4.1438
H -1.5489 -1.8963 -2.6953
H -1.2391 -1.6124 -4.4051
H 2.1607 0.6387 -3.1519
H 3.3823 0.7568 -5.3704
H 1.0603 1.5714 -5.2227
H 0.4157 -0.0338 -5.5879
H 2.5140 0.3368 -6.8523
H 3.9363 -1.5632 -5.9976
H 2.2251 -1.9724 -6.1214
H 3.0538 -2.8708 -4.0188
H 3.7472 -1.3198 -3.5510
H 1.6413 -1.6667 -2.3472
H 0.7583 -1.9956 -3.8322
H -0.2370 2.9917 -3.7022
H -2.1697 2.8281 -1.9881
H -0.9680 2.9043 -0.7163
H -1.4333 5.0644 -2.8319
H -1.9593 5.1408 -1.1491
H 0.3511 5.2355 -0.3525
H 0.1796 6.4294 -1.6387
H 2.3050 5.0299 -1.7946
H 1.3065 5.0178 -3.2543
H 2.1258 2.7200 -2.7030
H 1.3995 2.8481 -1.1125
W -0.1525 0.2481 -0.4724
Cl 2.0661 0.5989 -0.1788
Cl -2.1340 0.8731 0.3926
C -0.4291 -1.7261 -0.4901
H -1.4973 -1.9873 -0.3897
C 0.3483 -2.9598 -0.3096
C 1.7616 -2.9841 -0.1341
C 2.4529 -4.1926 -0.1425
C 1.7927 -5.4286 -0.2074
C 0.3800 -5.4174 -0.2563
C -0.3324 -4.2273 -0.2954
H 2.3059 -2.0426 0.0214
H 3.5478 -4.1964 -0.0927
H -0.1494 -6.3711 -0.2798
H -1.4309 -4.2154 -0.3256
H 2.3457 -6.3694 -0.2198
C 2.9871 -0.1328 3.6968
N 1.7675 -0.4914 4.3673
C 1.7407 -0.6271 5.8020
C 0.3143 -0.5697 6.3103
C -0.5959 -1.4135 5.4334
N -0.5551 -0.8239 4.1239
C -1.6107 -0.9889 3.1719
C 0.6278 -0.3834 3.6000
O 0.6460 0.0820 2.4589
H 2.7465 -0.0115 2.6416
H 3.7780 -0.8721 3.7905
H 3.3862 0.8084 4.0739
H 2.2028 -1.5652 6.1335
H 2.3283 0.1701 6.2728
H -0.0060 0.4813 6.2638
H 0.2480 -0.8978 7.3501
H -1.6258 -1.4028 5.7985
H -0.2241 -2.4539 5.4093
H -1.3157 -1.6579 2.3451
H -2.5196 -1.3651 3.6478
H -1.8209 -0.0264 2.6932
```

## Properties
Gap between HOMO and LUMO (alpha / beta) in Ha: 0.2252 / 0.2798
DFT total energy in Eh: -2725.454042
Expectation value of S²: 2.205
HOMO (alpha / beta) in Ha: -0.2169 / -0.2561
LUMO (alpha / beta) in eV: 0.23 / 0.65
ΔE to the lowest compared entry with this formula, charge and spin in kcal/mol: 0.0
Multiplicity: 3